Entry from the Open Molecules 2025 dataset: a 13-piece molecular cluster, C6H42BNO13 overall in a non-equilibrium geometry (the ωB97M-V functional and the def2-TZVPD basis).

For the HOMO energy, the calculation gives -8.72 eV. For the energy, the calculation gives -35674.0522 eV. For the relative energy (zero: lowest compared OMol25 entry of this formula, charge and spin), the calculation gives 30.1 kcal per mole. As for the LUMO energy: -1.612 eV.

```
! wB97M-V def2-TZVPD RIJCOSX def2/J DEFGRID3
* xyz 0 1
C 19.485 2.703 35.857
O 20.698 1.850 35.810
C 21.887 2.512 35.752
C 23.008 1.722 35.218
N 24.372 2.337 35.099
H 24.115 3.218 34.690
H 25.033 2.264 36.074
C 25.312 1.553 34.139
C 26.781 1.832 34.407
O 27.649 1.149 33.568
C 28.998 1.388 33.664
H 19.600 3.783 36.173
H 18.959 2.097 36.689
H 18.929 2.617 35.066
H 21.981 2.712 36.897
H 22.042 3.595 35.197
H 22.928 1.848 34.047
H 23.176 0.574 35.301
H 25.054 1.895 33.173
H 25.151 0.429 34.143
H 27.294 1.606 35.249
H 27.100 2.794 34.157
H 29.371 1.537 34.931
H 29.263 2.405 33.334
H 29.810 0.928 33.013
B 18.995 3.138 39.848
H 20.034 3.076 39.184
H 18.731 4.347 40.279
H 18.028 2.724 39.150
H 19.072 2.440 40.859
O 20.459 3.210 43.474
H 20.486 4.098 43.328
H 20.677 3.144 42.476
O 20.400 5.830 42.959
H 20.159 6.170 42.169
H 21.257 5.956 43.000
O 15.807 1.788 41.255
H 16.352 2.560 40.793
H 16.672 1.102 41.587
O 17.549 3.142 43.458
H 18.426 2.931 43.190
H 17.178 3.404 42.637
O 20.091 0.207 39.026
H 20.059 1.134 38.808
H 19.389 -0.061 39.637
O 18.241 0.253 36.999
H 18.714 -0.230 36.486
H 18.940 0.587 37.569
O 22.087 1.864 41.496
H 21.561 2.038 40.572
H 21.455 1.231 41.790
O 16.926 4.532 37.205
H 17.217 3.962 37.926
H 16.529 5.211 37.791
O 18.137 0.642 41.365
H 17.873 -0.236 41.725
H 19.032 0.589 41.664
O 22.556 0.884 38.156
H 21.675 0.824 38.601
H 22.829 0.152 37.782
O 20.845 6.048 38.303
H 20.524 5.188 38.747
H 21.026 5.869 37.325
*
```